<a>
The molecule C5H9N3O2. Source: the OMol25 dataset; level of theory: ωB97M-V/def2-TZVPD.

Structure (ORCA input):
```
! RIJCOSX wB97M-V def2-TZVPD def2/J DEFGRID3
* xyz 0 1
C -0.29 -2.49 0.27
C 0.12 -1.10 -0.07
C -0.55 0.03 -0.32
N -2.01 0.32 -0.50
O -2.85 -0.58 -0.27
O -2.35 1.36 -1.00
C 0.36 1.24 -0.38
C 0.38 2.03 0.88
N 1.66 0.53 -0.56
N 1.39 -0.78 -0.27
H 0.65 -2.89 0.80
H -0.72 -3.12 -0.53
H -1.18 -2.46 1.00
H -0.06 1.76 -1.28
H -0.53 1.95 1.40
H 0.43 3.04 0.52
H 1.13 1.71 1.60
H 2.21 0.74 -1.43
H 2.21 -1.30 0.13
*
```

SMILES string: CC1=C([N+](=O)[O-])[C@@H](C)NN1
Orbital gap (alpha / beta), Eh: 0.3071 / 0.3071

Results of the Mulliken charge analysis, in e, for atoms 1 through 4: number 1, C, carries -1.10; number 2, C, carries 0.06; number 3, C, carries 0.08; number 4, N, carries 0.87

---

<b>
The molecule C5H9N3O2. Source: the OMol25 dataset; level of theory: ωB97M-V/def2-TZVPD.

Structure (ORCA input):
```
! RIJCOSX wB97M-V def2-TZVPD def2/J DEFGRID3
* xyz 0 1
H -1.98 1.72 0.05
N -1.19 2.33 0.23
C -0.08 1.74 -0.01
O 1.02 2.43 0.27
C 0.17 0.23 0.01
N 1.32 -0.11 -0.80
C 2.46 -0.62 -0.30
O 2.64 -0.93 0.87
C -1.06 -0.54 -0.42
C -1.27 -1.92 0.08
N -2.12 -0.82 0.55
H 0.72 3.01 1.05
H 0.43 -0.04 1.04
H 1.26 0.03 -1.80
H 3.26 -0.70 -1.06
H -1.42 -0.30 -1.42
H -1.76 -2.65 -0.56
H -0.54 -2.33 0.77
H -1.85 -0.53 1.48
*
```

SMILES string: [H]/N=C(/O)[C@H](NC=O)[C@H]1CN1
Orbital gap, Eh: 0.3837

Results of the Mulliken charge analysis, in e, for atoms 1 through 4: number 1, H, carries 0.31; number 2, N, carries -0.81; number 3, C, carries 0.27; number 4, O, carries -0.49

---

Result of the stability comparison: <a> is the least stable of them.